Computed, not measured: C14H7AlCl5NO4 as an isolated structure at a distorted geometry, with ωB97M-V/def2-TZVPD.

The geometry in ORCA input format:
```
! RIJCOSX wB97M-V def2-TZVPD def2/J DEFGRID3
* xyz 0 1
Cl 2.84 -0.37 -0.70
Cl 4.01 -3.25 -1.29
Cl -0.70 -5.47 0.15
Cl -1.63 -2.45 1.09
Cl 2.15 -5.72 -0.92
Al -0.94 -0.32 0.10
O -1.51 -1.19 1.86
O -2.34 -1.05 -0.91
O -4.12 -3.54 -1.56
O -2.11 -3.63 1.78
N -0.56 1.47 0.51
C 1.07 5.36 -0.13
C -0.54 2.36 1.50
C -2.53 -2.25 -0.16
C 0.43 3.07 -0.96
C -0.04 3.63 1.31
C 0.47 4.00 0.07
C 1.55 -4.16 -0.51
C 0.65 -1.61 0.14
C 1.88 -1.81 -0.39
C -0.08 1.83 -0.72
C 2.41 -3.06 -0.69
C -0.25 -2.76 0.45
C 0.26 -4.03 -0.02
C -3.78 -2.91 -0.64
H -0.11 1.05 -1.49
H -0.03 4.32 2.14
H 0.34 6.14 0.10
H 1.42 5.50 -1.15
H 0.82 3.31 -1.94
H 1.91 5.50 0.55
H -0.93 2.02 2.45
*
```

Calculated values
ΔE to the lowest compared entry with this formula, charge and spin = 18.4650 eV
Frontier orbital gap (alpha / beta) = 3.717 / 3.718 eV

These are the Mulliken partial charges, in e, on atoms 1 to 6: atom 1 (Cl): -0.228, atom 2 (Cl): -0.216, atom 3 (Cl): -0.191, atom 4 (Cl): 1.317, atom 5 (Cl): -0.192, atom 6 (Al): 0.384



Computed, not measured: C14H7Br2N4O4PdS2 as an isolated structure at a distorted geometry, with ωB97M-V/def2-TZVPD.

The geometry in ORCA input format:
```
! RIJCOSX wB97M-V def2-TZVPD def2/J DEFGRID3
* xyz -1 1
Pd -0.02 1.70 -0.35
Br -2.16 3.16 4.05
Br -0.47 -1.95 5.50
S -3.88 0.05 -1.68
S -2.10 0.81 -1.06
O -4.58 -0.12 -0.41
O -3.47 -1.18 -2.35
O -0.86 2.36 1.27
O -4.38 1.11 -2.54
N 0.37 0.01 0.62
N 0.84 1.01 -1.98
N 4.59 0.59 -4.35
N 0.63 0.52 -6.40
C -0.55 -0.64 4.11
C -1.28 1.56 3.47
C 3.43 0.64 -4.30
C -1.18 0.56 4.44
C 1.26 0.61 -5.43
C -0.02 -0.85 2.83
C 0.62 -2.04 2.43
C 1.37 0.87 -3.00
C 2.02 0.71 -4.24
C -0.76 1.43 2.15
C 1.50 -1.21 -1.13
C 1.13 -2.19 1.15
C 0.98 -1.14 0.27
C -0.13 0.19 1.86
H 1.46 2.34 0.16
H 1.98 -2.17 -1.34
H 1.62 -3.11 0.85
H 0.67 -1.09 -1.84
H -1.59 0.72 5.43
H 2.23 -0.42 -1.30
H 0.74 -2.87 3.12
*
```

Calculated values
Frontier orbital gap (alpha / beta) = 5.096 / 5.134 eV

These are the Mulliken partial charges, in e, on atoms 1 to 6: atom 1 (Pd): -0.279, atom 2 (Br): -0.178, atom 3 (Br): -0.235, atom 4 (S): 1.139, atom 5 (S): 0.123, atom 6 (O): -0.579



- Which formula does entry 1 have?
  C14H7AlCl5NO4



Repeat the first record exactly.
Computed, not measured: C14H7AlCl5NO4 as an isolated structure at a distorted geometry, with ωB97M-V/def2-TZVPD.

The geometry in ORCA input format:
```
! RIJCOSX wB97M-V def2-TZVPD def2/J DEFGRID3
* xyz 0 1
Cl 2.84 -0.37 -0.70
Cl 4.01 -3.25 -1.29
Cl -0.70 -5.47 0.15
Cl -1.63 -2.45 1.09
Cl 2.15 -5.72 -0.92
Al -0.94 -0.32 0.10
O -1.51 -1.19 1.86
O -2.34 -1.05 -0.91
O -4.12 -3.54 -1.56
O -2.11 -3.63 1.78
N -0.56 1.47 0.51
C 1.07 5.36 -0.13
C -0.54 2.36 1.50
C -2.53 -2.25 -0.16
C 0.43 3.07 -0.96
C -0.04 3.63 1.31
C 0.47 4.00 0.07
C 1.55 -4.16 -0.51
C 0.65 -1.61 0.14
C 1.88 -1.81 -0.39
C -0.08 1.83 -0.72
C 2.41 -3.06 -0.69
C -0.25 -2.76 0.45
C 0.26 -4.03 -0.02
C -3.78 -2.91 -0.64
H -0.11 1.05 -1.49
H -0.03 4.32 2.14
H 0.34 6.14 0.10
H 1.42 5.50 -1.15
H 0.82 3.31 -1.94
H 1.91 5.50 0.55
H -0.93 2.02 2.45
*
```

Calculated values
ΔE to the lowest compared entry with this formula, charge and spin = 18.4650 eV
Frontier orbital gap (alpha / beta) = 3.717 / 3.718 eV

These are the Mulliken partial charges, in e, on atoms 1 to 6: atom 1 (Cl): -0.228, atom 2 (Cl): -0.216, atom 3 (Cl): -0.191, atom 4 (Cl): 1.317, atom 5 (Cl): -0.192, atom 6 (Al): 0.384



- Number 1 is which compound?
  C14H7AlCl5NO4